Entry 1:
{
  "formula": "C9H9N3O2",
  "method": "ωB97M-V with the def2-TZVPD basis set",
  "elements": ["O", "C", "C", "C", "N", "C", "O", "N", "H", "H", "H", "H", "C", "C", "C", "N", "C", "C", "H", "H", "H", "H", "H"],
  "positions_angstrom": [[-2.04080, 2.47918, 0.14834], [-1.61353, 1.33917, 0.01630], [-0.41513, 0.96117, -0.84749], [-0.12125, -0.29222, -1.16884], [-1.09525, -1.30450, -1.01084], [-1.98435, -1.12144, 0.07011], [-2.62015, -1.94004, 0.66551], [-2.33442, 0.15581, 0.51355], [0.27386, 1.70278, -1.08786], [0.73387, -0.74122, -1.74161], [-0.71307, -2.30397, -1.08817], [-3.17771, 0.27972, 1.14810], [2.20395, -1.31321, 0.48888], [2.09748, -0.49508, 1.58282], [1.87940, 0.84318, 1.25354], [2.00519, 1.32131, 0.00141], [2.19078, 0.54390, -0.96551], [2.31801, -0.82492, -0.76008], [2.40836, -2.43193, 0.64024], [2.15103, -0.88373, 2.57289], [1.63463, 1.58582, 2.10737], [2.23857, 0.97636, -1.98171], [2.37736, -1.54860, -1.62725]],
  "forces_ev_per_angstrom": [[0.9, -1.7, 0.3], [-1.4, -0.6, -1.1], [-1.7, -0.3, 1.3], [-2.1, -1.9, -2.1], [0.7, -1.3, 1.8], [-1.7, 1.1, 0.9], [0.0, -3.1, -0.3], [1.9, 3.4, -1.4], [0.3, 1.4, -0.2], [-2.1, 1.4, 0.2], [-1.1, 2.0, 0.4], [1.8, -0.5, -1.3], [1.7, -3.7, 0.9], [-0.8, 1.6, -0.8], [0.2, 0.8, 2.1], [-0.2, 2.7, 3.4], [2.6, -1.6, -2.4], [0.8, -1.0, -2.1], [-0.6, 1.7, -0.2], [-0.2, 0.0, 0.6], [0.5, -1.1, -1.7], [0.0, -0.3, 0.5], [0.3, 1.0, 1.0]],
  "lowdin_charge": [0.060, -0.354, 0.003, -0.139, 0.125, -0.529, 0.070, 0.167, 0.079, 0.102, 0.186, 0.191, -0.110, -0.049, -0.106, 0.039, -0.262, -0.145, 0.142, 0.100, 0.141, 0.146, 0.143],
  "energy_ev": -18042.0872,
  "smiles": "O=c1cc[nH]c(=O)[nH]1.c1ccncc1",
  "homo_energy_ha": -0.340,
  "homo_lumo_gap_ev": 9.6,
  "charge": 0
}



Entry 2:
{
  "formula": "C5H8O",
  "method": "ωB97M-V with the def2-TZVPD basis set",
  "elements": ["C", "C", "C", "C", "C", "H", "H", "H", "H", "H", "H", "H", "H", "O"],
  "positions_angstrom": [[-0.53256, 0.30328, 0.28348], [0.50172, -0.00563, 1.38932], [1.76434, -0.42891, 1.17346], [0.03971, 0.85522, -0.97424], [-0.26479, 0.32351, -2.11560], [-0.86592, -1.77351, 0.75127], [-1.33923, 1.12304, 0.60603], [-0.09359, -0.21956, 2.28679], [2.31587, -0.78359, 2.04397], [2.25220, -0.19285, 0.16549], [0.56584, 1.76231, -0.78533], [0.10758, 0.73288, -3.10617], [-0.81391, -0.65220, -2.29029], [-1.39742, -0.78517, 0.22372]],
  "forces_ev_per_angstrom": [[-0.8, 2.1, 2.1], [-0.8, -0.9, -0.9], [-0.7, 1.7, -0.6], [-0.8, -0.9, 1.4], [0.3, -1.3, -4.1], [-2.3, 4.8, -2.7], [2.1, -1.0, -0.1], [0.9, 0.2, 0.2], [0.2, -0.1, -0.6], [-0.6, -0.7, 1.7], [0.5, 0.6, -0.4], [-0.4, -0.2, 1.4], [0.5, 1.4, 0.9], [1.9, -5.7, 1.8]],
  "lowdin_charge": [-0.495, -0.147, 0.015, -0.187, -0.006, 0.268, 0.177, 0.101, 0.052, 0.089, 0.106, 0.074, 0.086, -0.133],
  "energy_ev": -7358.6383,
  "homo_energy_ha": -0.352,
  "homo_lumo_gap_ev": 10.3,
  "charge": 0
}



Entry 3:
{
  "formula": "C3H4BrCl",
  "method": "ωB97M-V with the def2-TZVPD basis set",
  "elements": ["C", "C", "C", "Cl", "Br", "H", "H", "H", "H"],
  "positions_angstrom": [[1.05474, 0.27584, 0.53616], [1.87903, 1.31444, 0.39983], [-0.21576, 0.02090, -0.26078], [3.16719, 1.57643, 1.55291], [2.02617, 2.41294, -1.06044], [1.27955, -0.13474, 1.51898], [-1.15450, 0.24281, 0.28085], [-0.40956, -1.08679, -0.61894], [-0.30873, 0.49008, -1.29050]],
  "forces_ev_per_angstrom": [[-0.6, 1.3, 0.3], [0.4, -1.1, 0.1], [-0.9, -2.1, -2.0], [-0.2, 0.0, 0.0], [-0.2, 0.7, -0.9], [-0.7, -0.9, -0.3], [0.7, 0.2, 0.0], [0.9, 1.7, 1.2], [0.6, 0.2, 1.5]],
  "lowdin_charge": [-0.276, -1.228, -0.127, 0.569, 0.737, 0.086, 0.071, 0.101, 0.066],
  "energy_ev": -85739.6268,
  "homo_energy_ha": -0.344,
  "homo_lumo_gap_ev": 10.1,
  "charge": 0
}



Entry 4:
{
  "formula": "C3H16N2O4",
  "method": "ωB97M-V with the def2-TZVPD basis set",
  "elements": ["N", "C", "N", "C", "C", "O", "H", "H", "H", "H", "H", "H", "H", "H", "H", "H", "O", "H", "H", "O", "H", "H", "O", "H", "H"],
  "positions_angstrom": [[-2.59833, -0.28575, -0.65278], [-1.75068, -0.64947, 0.42013], [-0.33834, -0.08931, 0.21333], [0.29035, 0.01701, 1.53736], [1.36319, 1.12328, 1.50765], [2.05138, 1.30099, 2.75129], [-2.32656, -0.68824, -1.53530], [-2.77976, 0.69956, -0.73182], [-2.17571, -0.19056, 1.32938], [-1.58243, -1.71505, 0.55089], [0.24827, -0.58607, -0.43545], [-0.44212, 0.41079, 2.26320], [0.66490, -0.95996, 1.90036], [2.07278, 0.98319, 0.70340], [0.86088, 2.07809, 1.42297], [2.42545, 0.46324, 3.03107], [-0.32683, -1.89456, -1.73312], [0.62002, -1.72702, -1.58421], [-0.44173, -2.81737, -1.48544], [-1.65988, 2.29767, -1.64207], [-1.30325, 3.03659, -2.13899], [-0.88995, 1.91392, -1.18054], [2.30847, -1.02527, -1.50479], [2.83438, -0.78465, -0.73394], [2.87548, -0.91107, -2.27259]],
  "forces_ev_per_angstrom": [[-1.0, -1.2, -0.1], [1.6, 1.2, -1.0], [-0.9, 1.4, 2.4], [0.3, 0.9, -0.4], [-0.2, -0.3, 1.1], [0.0, -0.3, -0.1], [0.1, 0.2, 0.0], [0.2, 0.1, 0.0], [0.5, -0.3, -0.2], [-0.8, -0.3, 0.0], [-0.6, -0.1, 0.4], [0.1, -0.5, -0.2], [0.2, 0.3, 0.1], [0.2, 0.0, -0.5], [-0.2, 0.1, -0.7], [0.1, -0.2, 0.0], [0.3, -0.7, -0.4], [-0.1, -0.2, -0.5], [-0.1, 0.0, -0.1], [0.5, 0.0, 0.2], [0.0, 0.1, -0.1], [-0.4, -0.2, -0.1], [0.1, 0.0, 0.2], [0.0, 0.0, -0.1], [0.0, 0.0, 0.0]],
  "lowdin_charge": [0.013, -0.294, -0.068, -0.233, -0.252, -0.079, 0.052, 0.040, 0.113, 0.102, 0.033, 0.115, 0.118, 0.091, 0.115, 0.072, -0.066, -0.002, 0.061, -0.076, 0.031, 0.022, -0.033, 0.056, 0.068],
  "energy_ev": -14539.8377,
  "smiles": "NCNCCO.O.O.O",
  "homo_energy_ha": -0.312,
  "homo_lumo_gap_ev": 8.6,
  "charge": 0
}



Entry 5:
{
  "formula": "C2H2F3N2",
  "method": "ωB97M-V with the def2-TZVPD basis set",
  "elements": ["C", "C", "N", "N", "F", "F", "F", "H", "H"],
  "positions_angstrom": [[1.05262, -0.03422, -1.27176], [-1.98715, 0.02525, 0.42344], [1.61821, -0.02283, 1.04896], [1.53654, -0.01455, -0.19288], [-3.16777, -0.21954, 0.72202], [-1.80248, 0.80324, -0.68187], [-1.04607, -0.67131, 0.86931], [1.17769, 0.06089, -2.33453], [2.61840, 0.07307, 1.41732]],
  "forces_ev_per_angstrom": [[1.7, 0.0, 0.6], [0.8, 0.2, -4.7], [1.8, 0.2, 0.9], [-1.3, 0.1, -0.8], [0.9, 0.6, 0.4], [-0.4, -2.6, 4.7], [-1.4, 1.7, -0.3], [-0.4, 0.0, 0.1], [-1.8, -0.2, -0.9]],
  "lowdin_charge": [0.103, -0.197, 0.021, -0.231, 0.428, 0.283, 0.392, 0.083, 0.118],
  "energy_ev": -13224.6408,
  "homo_energy_ha": [-0.458, -0.455],
  "homo_lumo_gap_ev": [4.0, 3.9],
  "charge": 1
}



Entry 6:
{
  "formula": "C3H10NO2P",
  "method": "ωB97M-V with the def2-TZVPD basis set",
  "elements": ["C", "C", "C", "P", "N", "O", "O", "H", "H", "H", "H", "H", "H", "H", "H", "H", "H"],
  "positions_angstrom": [[0.30794, -1.38539, 0.55520], [0.40775, -0.19555, -0.38331], [1.10028, 0.99777, 0.25866], [-1.28457, 0.23127, -0.91211], [-1.94658, 0.75704, 0.52454], [-2.06412, -0.81255, -1.58543], [-1.09920, 1.55828, -1.83472], [-0.28063, -2.17131, 0.09195], [-0.18803, -1.08587, 1.47600], [1.29517, -1.77461, 0.80116], [0.95425, -0.48633, -1.28872], [0.60696, 1.25561, 1.19220], [1.07006, 1.85723, -0.40471], [2.14215, 0.76113, 0.47110], [-2.90241, 0.44935, 0.65165], [-1.83810, 1.73084, 0.75898], [-1.60648, 1.43616, -2.63569]],
  "forces_ev_per_angstrom": [[0.0, -0.1, 0.0], [-0.3, 0.1, -0.6], [0.0, 0.0, -0.1], [0.8, 0.5, 0.2], [-0.5, -0.1, -0.1], [-0.2, -0.3, 0.0], [0.3, -0.3, 0.7], [0.0, -0.2, 0.0], [0.0, 0.0, 0.1], [0.0, 0.0, 0.0], [-0.1, 0.0, 0.0], [0.0, 0.1, 0.2], [0.1, 0.2, 0.0], [0.0, 0.0, 0.1], [0.0, 0.1, 0.0], [0.0, 0.1, 0.0], [-0.3, 0.0, -0.5]],
  "lowdin_charge": [-0.119, -0.476, -0.115, 0.447, -0.039, -0.295, -0.153, 0.071, 0.071, 0.079, 0.122, 0.069, 0.067, 0.080, 0.065, 0.060, 0.067],
  "energy_ev": -18149.8938,
  "smiles": "CC(C)[P@](N)(=O)O",
  "homo_energy_ha": -0.381,
  "homo_lumo_gap_ev": 11.1,
  "charge": 0
}



Entry 7:
{
  "formula": "C30H25N2O2P2RhS2",
  "method": "ωB97M-V with the def2-TZVPD basis set",
  "elements": ["Rh", "S", "P", "C", "P", "S", "C", "C", "C", "C", "C", "C", "C", "C", "C", "C", "C", "C", "C", "C", "C", "C", "C", "C", "C", "C", "C", "C", "C", "C", "H", "H", "H", "H", "H", "H", "H", "H", "H", "H", "H", "H", "H", "H", "H", "H", "H", "H", "H", "H", "C", "N", "C", "C", "C", "O", "N", "C", "O", "H", "H", "H", "H", "H"],
  "positions_angstrom": [[1.82389, -0.24411, -0.30103], [1.37556, 1.89571, -1.04016], [-0.33505, 1.41151, -0.11707], [-0.34220, -0.28705, 0.07544], [-0.32708, -1.36018, -1.24036], [1.34565, -1.23263, -2.35245], [-1.74853, -1.25850, -2.37706], [-2.83116, -2.13196, -2.30082], [-3.91015, -1.98865, -3.16520], [-3.91705, -0.96312, -4.09866], [-2.84525, -0.08196, -4.17286], [-1.76229, -0.23261, -3.32227], [-0.40357, -3.04126, -0.56962], [-0.33313, -4.12447, -1.44619], [-0.33226, -5.41880, -0.95955], [-0.38396, -5.64183, 0.41363], [-0.43392, -4.56944, 1.28780], [-0.44427, -3.26736, 0.79802], [-0.35951, 2.15389, 1.53473], [-0.23969, 1.36742, 2.67215], [-0.21587, 1.96489, 3.92786], [-0.30966, 3.34178, 4.04563], [-0.42255, 4.13241, 2.90626], [-0.44514, 3.54021, 1.65648], [-1.81155, 2.07583, -0.91487], [-1.72413, 2.98928, -1.95682], [-2.87765, 3.42586, -2.59690], [-4.11387, 2.93468, -2.20692], [-4.20529, 2.01710, -1.16587], [-3.05876, 1.59248, -0.51595], [-2.83683, -2.92424, -1.56323], [-4.74170, -2.67954, -3.11070], [-4.75638, -0.85135, -4.77363], [-2.85212, 0.72176, -4.89826], [-0.91478, 0.43944, -3.39422], [-0.27178, -3.95021, -2.51458], [-0.27497, -6.25449, -1.64493], [-0.37888, -6.65443, 0.79682], [-0.45450, -4.74092, 2.35642], [-0.47543, -2.41891, 1.46907], [-0.16481, 0.29262, 2.56313], [-0.12308, 1.34987, 4.81387], [-0.29458, 3.80441, 5.02427], [-0.48616, 5.20897, 2.99622], [-0.52552, 4.15902, 0.76938], [-0.75281, 3.34967, -2.27611], [-2.80780, 4.13813, -3.40906], [-5.01071, 3.26340, -2.71657], [-5.17106, 1.63197, -0.86553], [-3.12928, 0.87630, 0.29516], [6.38657, 1.63277, 2.58371], [5.44537, 0.62427, 2.11519], [5.65129, -0.70286, 2.33811], [4.80298, -1.65953, 1.91532], [3.65177, -1.20330, 1.19432], [2.74281, -1.94338, 0.71379], [3.46562, 0.10951, 0.97019], [4.31441, 1.09180, 1.41661], [4.15715, 2.28037, 1.25132], [7.15634, 1.13769, 3.17113], [5.87081, 2.37083, 3.19346], [6.84035, 2.15231, 1.74159], [6.55389, -0.94284, 2.88528], [4.97229, -2.70823, 2.09507]],
  "forces_ev_per_angstrom": [[1.3, 0.0, 0.7], [0.1, 0.2, -0.4], [-0.9, 0.1, 0.4], [1.4, 0.0, -0.7], [-1.6, -0.9, -0.4], [-0.1, 0.4, 0.2], [-0.2, 0.0, 0.1], [-0.1, 0.1, 0.1], [0.1, 0.0, 0.0], [0.0, 0.0, 0.0], [0.0, 0.0, 0.0], [0.0, 0.0, 0.0], [0.2, -0.1, 0.0], [0.0, 0.0, 0.0], [0.0, 0.0, 0.1], [0.0, 0.0, -0.1], [0.0, 0.1, 0.0], [-0.1, 0.0, 0.0], [0.0, 0.1, 0.0], [0.0, 0.0, 0.0], [0.0, 0.0, 0.0], [0.0, 0.0, 0.0], [0.0, 0.0, 0.0], [0.0, 0.0, 0.0], [-0.1, 0.0, -0.1], [0.0, 0.0, 0.0], [0.0, 0.0, 0.0], [0.0, 0.0, 0.0], [0.0, 0.0, 0.0], [0.0, 0.0, 0.0], [0.0, 0.0, 0.0], [0.0, 0.0, 0.0], [0.0, 0.0, 0.0], [0.0, 0.0, 0.0], [0.0, 0.0, 0.0], [0.0, 0.0, 0.0], [0.0, 0.0, 0.0], [0.0, 0.0, 0.0], [0.0, 0.0, 0.0], [0.0, 0.0, 0.0], [0.0, 0.0, 0.0], [0.0, 0.0, 0.0], [0.0, 0.0, 0.0], [0.0, 0.0, 0.0], [0.0, 0.0, 0.0], [0.0, 0.0, 0.0], [0.0, 0.0, 0.0], [0.0, 0.0, 0.0], [0.0, 0.0, 0.0], [0.0, 0.0, 0.0], [0.0, 0.0, 0.0], [0.1, -0.1, 0.0], [0.1, 0.2, 0.0], [-0.1, 0.0, -0.1], [-0.2, -0.3, 0.0], [-0.1, -0.2, -0.1], [0.1, 0.8, 0.3], [-0.1, -0.2, -0.1], [0.0, 0.0, 0.0], [0.0, 0.0, 0.0], [0.0, 0.0, 0.0], [0.0, 0.0, 0.0], [0.0, 0.0, 0.0], [0.0, 0.0, 0.0]],
  "lowdin_charge": [0.518, 0.380, 0.435, -0.510, 0.405, 0.387, -0.326, -0.076, -0.079, -0.083, -0.078, -0.108, -0.360, -0.106, -0.078, -0.084, -0.075, -0.080, -0.337, -0.081, -0.079, -0.085, -0.078, -0.083, -0.350, -0.106, -0.080, -0.083, -0.073, -0.074, 0.103, 0.103, 0.102, 0.106, 0.091, 0.107, 0.103, 0.101, 0.102, 0.088, 0.087, 0.102, 0.102, 0.104, 0.109, 0.084, 0.105, 0.104, 0.106, 0.115, -0.018, -0.054, -0.051, 0.012, -0.505, -0.101, 0.053, -0.507, 0.062, 0.085, 0.095, 0.097, 0.128, 0.112],
  "energy_ev": -81848.7342,
  "homo_energy_ha": -0.291,
  "homo_lumo_gap_ev": 7.2,
  "charge": 0
}



Entry 8:
{
  "formula": "C3H7NOS2",
  "method": "ωB97M-V with the def2-TZVPD basis set",
  "elements": ["N", "C", "O", "C", "C", "S", "S", "H", "H", "H", "H", "H", "H", "H"],
  "positions_angstrom": [[0.03355, 1.94411, -1.02722], [-1.21080, 1.49237, -0.82159], [-2.25319, 2.10237, -0.90378], [-1.31883, 0.04117, -0.19792], [-0.62745, 0.09091, 1.17279], [0.83164, -1.08092, 1.37694], [1.58421, -1.44138, -0.50300], [0.86761, 1.40652, -0.85886], [0.24660, 2.93080, -1.09552], [-2.39576, -0.05065, -0.06682], [-0.89198, -0.77394, -0.78216], [-1.26623, -0.28181, 1.98026], [-0.19218, 1.03218, 1.45310], [1.59868, -2.76893, -0.53904]],
  "forces_ev_per_angstrom": [[1.3, 1.1, -0.3], [-1.0, -2.3, 1.3], [0.4, 0.9, -0.5], [0.3, 1.5, 0.2], [0.4, -1.6, 0.0], [-0.1, 0.0, 0.1], [0.4, 0.7, -0.2], [-0.4, -0.5, 0.1], [-0.6, -0.1, -0.2], [0.1, -0.4, -0.1], [-0.2, 0.2, -0.3], [-0.1, 0.3, -0.2], [-0.2, 0.5, -0.1], [-0.4, -0.4, 0.2]],
  "lowdin_charge": [0.169, -0.550, 0.055, -0.172, -0.496, 0.411, 0.312, 0.079, 0.119, 0.110, 0.048, 0.064, 0.050, -0.198],
  "energy_ev": -28432.6576,
  "smiles": "NC(=O)CCSS",
  "homo_energy_ha": -0.327,
  "homo_lumo_gap_ev": 9.2,
  "charge": 0
}